{"formula": "C49H44LiN5P2", "method": "wB97M-V/def2-TZVPD", "species": ["Li", "C", "P", "C", "C", "C", "C", "C", "C", "C", "C", "C", "C", "C", "C", "C", "C", "C", "C", "C", "P", "C", "C", "C", "C", "C", "C", "C", "C", "C", "C", "C", "C", "N", "H", "H", "H", "H", "H", "H", "H", "H", "H", "H", "H", "H", "H", "H", "H", "H", "H", "H", "H", "H", "H", "H", "H", "H", "H", "H", "C", "C", "C", "C", "C", "C", "N", "N", "C", "C", "C", "C", "C", "N", "H", "H", "H", "H", "H", "H", "H", "H", "H", "C", "C", "C", "C", "C", "C", "C", "C", "N", "H", "H", "H", "H", "H", "H", "H", "H", "H"], "positions_angstrom": [[0.1777, -0.1409, -0.0181], [2.2694, 2.2992, -1.3485], [0.5842, 2.5791, -0.7448], [0.1119, 4.2025, -1.4503], [-0.6139, 5.1051, -0.6783], [-1.1746, 6.2394, -1.2551], [-1.0271, 6.4723, -2.6132], [-0.3167, 5.5751, -3.3928], [0.2467, 4.4429, -2.8122], [0.7338, 2.8483, 1.0338], [1.7506, 3.6421, 1.5731], [1.8548, 3.8031, 2.9444], [0.9494, 3.1592, 3.7854], [-0.0804, 2.4030, 3.2563], [-0.2023, 2.2582, 1.8760], [2.7870, 0.8769, -1.3933], [4.0743, 0.5210, -1.7769], [4.1267, -0.8890, -1.6670], [2.8696, -1.2910, -1.2284], [2.3951, -2.7182, -1.0325], [0.6888, -2.7554, -0.2918], [0.8909, -3.5863, 1.3272], [-0.2381, -4.0811, 1.9841], [-0.1551, -4.5661, 3.2813], [1.0509, -4.5216, 3.9680], [2.1646, -3.9664, 3.3524], [2.0845, -3.5047, 2.0447], [-0.0701, -4.0597, -1.3684], [-0.4713, -5.3421, -1.0069], [-1.1148, -6.1805, -1.9149], [-1.3688, -5.7566, -3.2100], [-0.9707, -4.4793, -3.5919], [-0.3408, -3.6469, -2.6804], [2.0430, -0.2166, -1.0553], [2.8829, 2.9034, -0.6751], [2.3440, 2.7731, -2.3308], [-0.7370, 4.9185, 0.3826], [-1.7370, 6.9326, -0.6415], [-1.4754, 7.3492, -3.0667], [-0.2139, 5.7410, -4.4580], [0.7790, 3.7360, -3.4378], [2.4750, 4.1230, 0.9253], [2.6625, 4.3933, 3.3601], [1.0648, 3.2339, 4.8602], [-0.7678, 1.8727, 3.9019], [-0.9994, 1.6551, 1.4668], [4.8671, 1.1935, -2.0792], [4.9674, -1.5349, -1.8857], [3.0996, -3.2931, -0.4284], [2.3306, -3.2329, -1.9942], [-1.2064, -4.0364, 1.4960], [-1.0491, -4.9356, 3.7702], [1.1104, -4.8710, 4.9923], [3.0913, -3.8496, 3.9016], [2.9474, -3.0137, 1.6107], [-0.2700, -5.7052, -0.0064], [-1.4203, -7.1724, -1.5995], [-1.8808, -6.4058, -3.9111], [-1.1691, -4.1238, -4.5967], [-0.0626, -2.6409, -2.9805], [3.3345, 0.1480, 4.6909], [3.5246, 0.2529, 3.3030], [2.5100, -0.0035, 2.4062], [1.1939, -0.3818, 2.8391], [1.0236, -0.5038, 4.2568], [2.0685, -0.2434, 5.1306], [0.2371, -0.5708, 1.9223], [-1.0006, -0.9071, 2.5107], [-1.9743, -1.1021, 1.6649], [-3.2831, -1.4661, 2.1950], [-4.3287, -1.7054, 1.3637], [-4.1664, -1.6088, -0.0468], [-2.9082, -1.2488, -0.4878], [-1.8447, -0.9902, 0.2757], [4.1394, 0.3496, 5.3884], [4.4983, 0.5412, 2.9155], [2.6958, 0.0732, 1.3382], [0.0552, -0.8125, 4.6227], [1.8902, -0.3502, 6.1990], [-3.3790, -1.5315, 3.2727], [-5.2955, -1.9752, 1.7813], [-4.9716, -1.7981, -0.7436], [-2.7371, -1.1531, -1.5615], [-3.2021, 2.2905, -0.2390], [-2.8583, 1.8934, -1.6469], [-3.8547, 1.8245, -2.6154], [-3.5785, 1.4076, -3.9095], [-2.2781, 1.0556, -4.2370], [-1.2536, 1.1160, -3.2964], [0.1317, 0.6633, -3.6695], [-1.5383, 1.5418, -1.9867], [-0.5598, 1.5401, -0.9869], [-4.2113, 2.7054, -0.1967], [-2.4994, 3.0274, 0.1558], [-3.1533, 1.4192, 0.4214], [-4.8709, 2.0831, -2.3357], [-4.3675, 1.3510, -4.6502], [-2.0452, 0.7140, -5.2413], [0.1819, 0.4242, -4.7337], [0.4312, -0.2115, -3.0878], [0.9019, 1.4073, -3.4538]], "forces_ev_per_a": [[-0.4, -0.7, 0.0], [0.1, -0.2, 0.0], [-0.2, 0.3, 0.2], [-0.1, -0.2, 0.1], [0.0, 0.2, 0.0], [0.1, -0.1, 0.2], [0.0, 0.1, -0.1], [0.1, -0.2, 0.0], [0.0, 0.1, -0.2], [0.0, 0.1, 0.0], [0.0, -0.1, 0.1], [0.0, 0.0, 0.0], [0.0, 0.0, 0.0], [0.0, 0.1, 0.0], [0.0, 0.0, 0.1], [-0.1, 0.0, 0.1], [-0.1, -0.1, 0.1], [0.0, 0.0, 0.0], [-0.1, 0.0, 0.0], [0.0, 0.2, 0.1], [0.1, -0.3, -0.2], [0.0, 0.2, 0.0], [-0.1, 0.0, 0.0], [0.0, 0.0, -0.1], [0.0, 0.0, -0.1], [-0.1, 0.0, 0.0], [0.0, 0.0, 0.0], [0.0, 0.1, -0.1], [0.1, -0.1, 0.0], [0.0, 0.1, 0.0], [0.0, 0.0, 0.0], [0.0, 0.0, 0.1], [0.0, 0.0, 0.0], [0.3, 0.1, -0.1], [0.1, 0.1, 0.0], [0.0, 0.0, -0.1], [0.0, 0.0, 0.0], [0.0, 0.0, 0.0], [0.0, 0.0, 0.0], [0.0, 0.0, 0.0], [0.0, 0.0, 0.0], [0.0, 0.0, 0.0], [0.0, 0.0, 0.0], [0.0, 0.0, 0.0], [0.0, 0.0, 0.0], [0.0, 0.0, 0.0], [0.0, 0.0, 0.0], [0.0, 0.0, 0.0], [0.0, 0.0, 0.0], [0.0, 0.0, 0.0], [0.0, 0.0, 0.0], [0.0, 0.0, 0.0], [0.0, 0.0, 0.0], [0.0, 0.0, 0.0], [0.0, 0.0, 0.0], [0.0, 0.0, 0.0], [0.0, 0.0, 0.0], [0.0, 0.0, 0.0], [0.0, 0.0, 0.0], [0.0, 0.0, 0.0], [-0.1, 0.0, -0.1], [-0.1, 0.0, 0.0], [-0.1, 0.0, 0.1], [0.1, 0.0, 0.0], [0.2, 0.1, 0.0], [0.0, 0.0, -0.1], [-0.1, 0.1, 0.2], [0.2, 0.1, -0.1], [-0.2, -0.1, -0.2], [0.1, 0.1, 0.0], [0.0, 0.0, -0.1], [0.0, 0.0, 0.2], [0.2, 0.0, 0.1], [-0.1, 0.2, 0.2], [0.0, 0.0, 0.0], [0.0, 0.0, 0.0], [0.0, 0.0, 0.0], [0.0, 0.0, 0.0], [0.0, 0.0, 0.0], [0.0, 0.0, 0.0], [0.0, 0.0, 0.0], [0.0, 0.0, 0.0], [0.0, 0.0, 0.0], [0.0, 0.0, 0.0], [-0.1, 0.0, -0.1], [0.0, 0.0, 0.0], [0.0, 0.0, 0.1], [0.0, 0.0, 0.0], [0.0, 0.0, -0.1], [0.0, 0.0, 0.0], [0.1, -0.1, 0.2], [0.1, 0.3, -0.3], [0.0, 0.0, 0.0], [0.0, 0.0, 0.0], [0.0, 0.0, 0.0], [0.0, 0.0, 0.0], [0.0, 0.0, 0.0], [0.0, 0.0, 0.0], [0.0, 0.0, 0.0], [0.0, 0.0, 0.0], [-0.1, 0.0, 0.0]], "gap_ev": 3.566, "total_charge": -2}